{
  "formula": "CH4IP",
  "method": "ωB97M-V/def2-TZVPD",
  "multiplicity": 3,
  "homo_lumo_gap_ev": [6.2, 6.3],
  "s2": 2.008,
  "max_force_ev_per_a": 5.6,
  "e_above_lowest_kcal_mol": 21.43,
  "species": ["C", "P", "I", "H", "H", "H", "H"],
  "coordinates": [[0.461866, 0.513635, -0.519380], [-0.356778, 0.189594, 1.150154], [-2.443943, -0.880999, 0.335239], [0.453163, 1.510780, -0.609012], [-0.034711, -0.097977, -1.261867], [1.553463, 0.061282, -0.400042], [0.366940, -1.296315, 1.304908]],
  "forces_ev_per_angstrom": [[2.2, -4.7, 2.2], [4.3, -2.0, 0.2], [-2.9, -1.3, -0.9], [0.2, 3.6, -1.1], [-0.2, 0.4, -0.4], [-2.2, 1.3, -0.4], [-1.4, 2.6, 0.3]]
}

***

{
  "formula": "C33H39F11O34PS",
  "method": "ωB97M-V/def2-TZVPD",
  "homo_lumo_gap_ev": 6.4,
  "total_charge": -1,
  "max_force_ev_per_a": 1.7,
  "species": ["C", "P", "O", "C", "C", "S", "O", "O", "F", "O", "H", "H", "H", "H", "H", "H", "H", "H", "H", "C", "C", "O", "C", "O", "O", "F", "H", "H", "H", "C", "C", "O", "C", "O", "O", "F", "H", "H", "H", "C", "C", "O", "C", "O", "O", "F", "H", "H", "H", "C", "C", "O", "C", "O", "O", "F", "H", "H", "H", "C", "C", "O", "C", "O", "O", "F", "H", "H", "H", "C", "C", "O", "C", "O", "O", "F", "H", "H", "H", "C", "C", "O", "C", "O", "O", "F", "H", "H", "H", "C", "C", "O", "C", "O", "O", "F", "H", "H", "H", "C", "C", "O", "C", "O", "O", "F", "H", "H", "H", "C", "C", "O", "C", "O", "O", "F", "H", "H", "H"],
  "coordinates": [[-0.962171, -3.421912, 0.560976], [-1.438897, -1.757299, -0.200029], [0.146730, -1.135475, 0.333519], [0.364600, 0.187773, 0.034560], [-1.009920, 0.834364, -0.098099], [-1.482627, 1.317076, 1.657364], [-0.887802, 0.517998, 2.680810], [-1.288080, 2.739793, 1.814590], [-3.045210, 1.129292, 1.742587], [-1.821875, -0.049632, -0.703093], [0.005325, -3.726995, 0.167081], [-1.722391, -4.174609, 0.380529], [-0.834557, -3.241656, 1.624497], [-0.848717, -2.047709, -1.479288], [-2.699726, -2.196870, -0.741846], [-2.080130, -1.401579, 1.061228], [0.990146, 0.723120, 0.757468], [0.860150, 0.314304, -0.935058], [-0.978610, 1.782259, -0.635486], [-0.289764, -4.250719, -4.529367], [-1.007413, -5.491040, -5.013581], [-1.623774, -5.957027, -3.833350], [-1.847221, -4.875851, -3.026833], [-2.571904, -4.888930, -2.092642], [-1.141426, -3.814562, -3.465633], [-0.132715, -6.434646, -5.465823], [0.700368, -4.486768, -4.137174], [-0.206312, -3.474556, -5.284636], [-1.769362, -5.318482, -5.772552], [-4.154193, 2.937696, 4.144014], [-4.964188, 4.215652, 4.121643], [-6.156258, 3.835599, 4.797510], [-5.843914, 2.813088, 5.640424], [-6.550241, 2.429847, 6.514522], [-4.631854, 2.313628, 5.351720], [-5.273749, 4.621099, 2.869141], [-4.384862, 2.303877, 3.290923], [-3.081705, 3.101303, 4.188312], [-4.511374, 5.051754, 4.657022], [5.575969, 1.118791, -1.699232], [4.595414, 0.744768, -0.618615], [3.470566, 0.304410, -1.359719], [3.928941, -0.180035, -2.548552], [3.298037, -0.829217, -3.309757], [5.218975, 0.196718, -2.742389], [4.231778, 1.823829, 0.125188], [5.434953, 2.135074, -2.057304], [6.609054, 0.989536, -1.400274], [4.923828, -0.050852, 0.043574], [3.455554, 5.557057, -3.890996], [4.610679, 5.756898, -4.849671], [5.738769, 5.586372, -4.008269], [5.368041, 4.783404, -2.971559], [6.112973, 4.250345, -2.222591], [4.024267, 4.662477, -2.929907], [4.633584, 7.002580, -5.383150], [3.187498, 6.494284, -3.402293], [2.575580, 5.115894, -4.349060], [4.658616, 5.028116, -5.660010], [0.421782, 1.933519, 5.057799], [0.323945, 3.101550, 6.010961], [1.553496, 3.030845, 6.720675], [2.456784, 2.411631, 5.913232], [3.629069, 2.393036, 6.116745], [1.847238, 1.841414, 4.866770], [-0.704323, 2.983323, 6.888580], [0.060695, 1.012309, 5.514266], [-0.086804, 2.086816, 4.112242], [0.254302, 4.076916, 5.526148], [-8.956817, 1.523079, 4.422799], [-10.311685, 1.963769, 4.928649], [-11.186088, 1.483143, 3.923295], [-10.592193, 0.403661, 3.331338], [-11.148580, -0.363827, 2.625769], [-9.290090, 0.336966, 3.686985], [-10.427157, 3.312325, 5.012208], [-8.528996, 2.264784, 3.746758], [-8.251997, 1.306160, 5.218576], [-10.598843, 1.530011, 5.887646], [5.747516, 5.000423, 7.096507], [4.510627, 5.702093, 6.587574], [4.944829, 7.051643, 6.494838], [6.294288, 7.046644, 6.303494], [6.931453, 7.983141, 5.963574], [6.795779, 5.814691, 6.551091], [3.477226, 5.623928, 7.457606], [5.797057, 5.026514, 8.185540], [5.827588, 3.974713, 6.749659], [4.175447, 5.362904, 5.606980], [-4.994318, -5.800684, -3.958162], [-6.250526, -6.295784, -4.641163], [-6.207649, -5.629711, -5.893936], [-4.901798, -5.362206, -6.178317], [-4.497255, -5.022682, -7.238431], [-4.138718, -5.556154, -5.084996], [-7.381072, -5.937016, -3.984687], [-5.167723, -4.868109, -3.421583], [-4.538827, -6.521111, -3.286848], [-6.276837, -7.372608, -4.815742], [9.127964, 0.909195, 2.075977], [7.721432, 1.178859, 2.567938], [6.931938, 0.729389, 1.479026], [7.639754, -0.239057, 0.822658], [7.181544, -0.990727, 0.032364], [8.932599, -0.219382, 1.216030], [7.497054, 2.495592, 2.773883], [9.503722, 1.751986, 1.494988], [9.829049, 0.665547, 2.868579], [7.436819, 0.627173, 3.464976], [0.088133, -7.052254, -9.515664], [-0.571043, -8.325359, -10.002783], [-1.205901, -8.806409, -8.836669], [-1.469433, -7.734576, -8.026638], [-2.187184, -7.751181, -7.093003], [-0.792311, -6.646497, -8.467571], [0.330935, -9.242631, -10.436968], [1.077368, -7.258661, -9.104704], [0.158960, -6.279065, -10.275307], [-1.319674, -8.177655, -10.782923]],
  "forces_ev_per_angstrom": [[0.2, 0.7, -0.4], [-0.2, -1.6, 0.4], [0.1, 0.1, 0.4], [0.1, 0.1, -0.1], [-0.2, -0.7, -1.0], [0.9, 0.7, 0.1], [-0.4, -0.3, 0.2], [-0.2, 0.2, -0.1], [-0.3, -0.2, -0.1], [-0.1, 0.7, 0.1], [0.0, -0.2, -0.1], [-0.1, -0.1, 0.0], [0.0, -0.1, 0.2], [0.2, 0.4, 0.0], [-0.1, 0.2, 0.2], [0.2, 0.3, -0.1], [0.1, -0.2, 0.3], [0.0, 0.0, -0.2], [-0.2, 0.3, 0.4], [0.0, 0.3, 0.0], [0.2, -0.1, 0.1], [-0.1, 0.0, -0.1], [0.2, 0.1, -0.1], [-0.2, -0.1, 0.1], [0.0, -0.1, -0.1], [0.0, 0.0, 0.1], [0.0, -0.1, 0.0], [-0.1, 0.1, 0.1], [0.1, -0.1, -0.1], [0.1, 0.0, 0.0], [-0.1, -0.1, -0.1], [0.1, 0.1, 0.1], [0.1, 0.0, 0.0], [-0.2, -0.1, 0.0], [0.1, 0.1, -0.1], [-0.1, -0.1, 0.0], [-0.1, 0.0, -0.1], [0.0, -0.1, 0.2], [0.0, 0.1, -0.1], [0.1, -0.1, -0.2], [-0.4, 0.4, 0.1], [0.3, -0.3, -0.2], [0.1, 0.2, 0.1], [-0.1, 0.0, -0.1], [0.0, 0.0, 0.1], [0.0, -0.1, 0.0], [-0.2, 0.0, 0.2], [0.1, -0.2, -0.2], [0.0, 0.0, 0.1], [-0.1, 0.0, 0.0], [0.1, 0.1, 0.1], [0.0, -0.2, -0.1], [-0.2, 0.1, 0.0], [0.2, 0.1, 0.0], [-0.1, 0.1, -0.1], [0.0, 0.0, 0.1], [0.1, 0.1, -0.1], [0.0, -0.2, 0.1], [0.0, 0.1, -0.1], [0.0, 0.0, -0.1], [0.1, -0.1, 0.1], [0.0, 0.2, -0.2], [-0.2, -0.2, 0.0], [0.2, 0.1, 0.1], [-0.1, 0.0, 0.0], [0.1, 0.0, 0.0], [0.0, 0.0, 0.1], [0.2, 0.0, -0.1], [-0.1, 0.0, 0.0], [0.1, -0.1, 0.0], [0.0, 0.1, -0.2], [0.0, -0.1, 0.2], [0.1, 0.1, 0.0], [-0.1, -0.1, -0.1], [0.0, 0.1, 0.1], [0.0, 0.0, -0.1], [-0.1, 0.1, 0.0], [0.0, -0.2, 0.0], [0.0, 0.1, 0.1], [0.1, -0.2, 0.0], [0.0, 0.1, 0.1], [0.0, -0.1, -0.2], [-0.1, -0.1, 0.1], [0.1, 0.2, 0.0], [-0.1, -0.1, 0.1], [0.0, 0.1, 0.0], [-0.1, 0.1, 0.0], [0.1, 0.1, -0.1], [-0.1, 0.0, 0.0], [0.1, -0.1, 0.1], [0.0, 0.2, -0.1], [0.1, -0.3, 0.0], [0.0, 0.0, 0.2], [0.0, 0.1, -0.1], [-0.1, 0.1, 0.1], [0.0, 0.1, 0.0], [-0.1, 0.0, 0.0], [0.1, 0.0, -0.1], [-0.1, 0.0, 0.1], [0.1, -0.1, 0.0], [-0.1, 0.1, -0.1], [0.1, -0.3, 0.1], [0.1, 0.1, 0.2], [0.0, 0.0, -0.1], [0.0, 0.1, 0.1], [0.0, 0.0, -0.1], [-0.1, 0.1, 0.0], [0.0, -0.2, 0.0], [0.0, 0.1, 0.1], [0.0, 0.1, 0.0], [0.0, -0.1, 0.2], [-0.2, 0.1, -0.1], [0.2, 0.1, -0.1], [-0.2, -0.1, 0.2], [0.0, 0.0, -0.1], [0.0, 0.0, 0.1], [0.0, -0.1, 0.0], [-0.1, 0.1, 0.1], [0.1, -0.1, -0.1]]
}

***

{
  "formula": "C7H10N2",
  "method": "ωB97M-V/def2-TZVPD",
  "homo_lumo_gap_ev": 9.7,
  "smiles": "[H]/N=C1\\CC=C[C@@H]2CCN12",
  "max_force_ev_per_a": 6.1,
  "e_above_lowest_kcal_mol": 153.80,
  "species": ["C", "C", "C", "C", "C", "C", "C", "H", "H", "H", "H", "H", "H", "H", "H", "H", "H", "N", "N"],
  "coordinates": [[0.129080, 0.300793, -1.195972], [-0.535652, -0.928493, -1.779462], [-1.495820, -1.217162, -0.539778], [-1.172380, -0.995734, 0.728441], [0.166631, -0.551717, 1.085645], [0.330819, 0.900648, 1.866015], [1.698386, 0.962938, 0.610163], [-0.778044, 1.576926, -2.522769], [0.339079, -1.684698, -1.975146], [-0.956434, -0.591926, -2.690006], [-2.489251, -1.531584, -0.912168], [-1.873388, -1.212249, 1.604530], [0.901575, -1.132885, 1.657746], [0.669422, 0.576729, 3.064622], [-0.494206, 1.740825, 1.909495], [1.491523, 1.793112, 0.111144], [2.779327, 0.693336, 1.128746], [0.031737, 1.425119, -1.908433], [1.257596, -0.123978, -0.242814]],
  "forces_ev_per_angstrom": [[2.7, 1.7, -4.5], [1.7, -0.6, 4.0], [-0.8, -0.9, -2.7], [-0.6, -1.3, 0.6], [2.7, 2.6, -0.1], [2.4, -1.9, 0.5], [0.5, -3.1, 5.2], [0.5, -1.0, 0.3], [-2.0, 1.1, 0.5], [-1.0, -0.3, -0.7], [0.4, 0.1, 1.0], [0.9, 0.5, -1.4], [-1.0, -0.6, -0.2], [-0.9, 1.4, -3.5], [1.7, -1.9, -0.6], [0.5, 4.3, -1.8], [-2.9, 1.2, -1.5], [1.0, -1.2, 3.9], [-5.8, 0.2, 1.3]]
}